Run a
{"formula": "C9H12N3O", "method": "the ωB97M-V functional and the def2-TZVPD basis", "species": ["C", "C", "N", "C", "C", "C", "C", "O", "C", "C", "C", "N", "N", "H", "H", "H", "H", "H", "H", "H", "H", "H", "H", "H", "H"], "xyz": [[2.59, -2.30, -0.04], [1.44, -1.38, 0.05], [0.20, -1.91, 0.17], [-0.84, -1.12, 0.11], [-2.28, -1.55, 0.11], [-3.06, -0.16, 0.26], [-2.03, 0.83, -0.08], [-2.26, 2.15, -0.21], [-0.74, 0.27, -0.09], [0.60, 0.83, -0.27], [1.04, 2.46, -0.12], [2.33, 2.75, -0.16], [1.63, -0.07, -0.13], [2.31, -3.36, 0.19], [3.38, -2.16, 0.78], [3.15, -2.10, -0.99], [-2.68, -2.07, -0.79], [-2.52, -2.14, 0.98], [-3.41, -0.24, 1.26], [-3.86, -0.23, -0.41], [-3.21, 2.19, -0.28], [0.30, 3.22, -0.40], [2.36, 3.74, -0.08], [2.94, 2.10, 0.17], [2.63, 0.24, -0.03]], "homo_energy_ev": [-10.6, -10.4], "orbital_gap_ev": [6.37, 6.13], "molar_mass_g_mol": 178.2, "total_charge": 1, "smiles": "CC1=[N+]=C2CCC(O)=C2/C(=C/N)N1"}

Run b
{"formula": "C9H12N3O", "method": "the ωB97M-V functional and the def2-TZVPD basis", "species": ["C", "O", "C", "N", "C", "C", "C", "C", "C", "C", "N", "C", "N", "H", "H", "H", "H", "H", "H", "H", "H", "H", "H", "H", "H"], "xyz": [[-2.21, 1.87, -0.84], [-1.55, 0.61, -0.74], [-1.30, 0.17, 0.55], [-0.11, 0.57, 1.17], [1.11, 0.25, 0.58], [2.23, 1.07, 0.70], [3.43, 0.69, 0.14], [3.54, -0.50, -0.57], [2.44, -1.33, -0.68], [1.24, -0.97, -0.09], [0.16, -1.88, -0.11], [-1.06, -1.59, 0.24], [-2.07, -2.41, 0.38], [-1.57, 2.68, -0.48], [-3.15, 1.86, -0.28], [-2.41, 2.01, -1.90], [-2.17, 0.28, 1.22], [-0.12, 1.43, 1.71], [2.14, 2.00, 1.25], [4.29, 1.33, 0.25], [4.48, -0.77, -1.02], [2.52, -2.27, -1.21], [0.40, -2.83, -0.40], [-2.99, -2.06, 0.60], [-1.98, -3.41, 0.21]], "homo_energy_ev": -11.9, "orbital_gap_ev": 9.08, "molar_mass_g_mol": 178.2, "total_charge": 1, "smiles": "CO[C@@H]1Nc2ccccc2NC1=[NH2+]"}

Name the least stable of them. run a.

Run a
{"formula": "C4H6ClN", "method": "the ωB97M-V functional and the def2-TZVPD basis", "species": ["C", "C", "C", "N", "C", "H", "H", "H", "H", "H", "Cl", "H"], "xyz": [[-0.87, -0.72, 0.90], [0.19, -1.10, 0.26], [1.08, -1.41, -0.74], [2.06, -0.81, -1.74], [2.80, -1.17, -2.73], [-0.72, -0.55, 1.95], [-1.88, -0.55, 0.55], [1.15, -2.57, -0.83], [3.53, -0.38, -3.09], [2.78, -2.08, -3.40], [-2.52, 3.82, 1.88], [-1.77, 3.03, 2.60]], "homo_energy_ev": -8.8, "orbital_gap_ev": 9.13, "molar_mass_g_mol": 103.6, "smiles": "C=C=CN=C.Cl"}

Run b
{"formula": "C4H6ClN", "method": "the ωB97M-V functional and the def2-TZVPD basis", "species": ["C", "C", "C", "C", "N", "Cl", "H", "H", "H", "H", "H", "H"], "xyz": [[0.43, 0.19, -0.47], [-3.40, -0.52, 1.27], [0.72, -1.00, 0.36], [1.56, 1.13, -0.62], [-3.56, -0.26, 0.17], [-3.67, 0.03, -1.48], [1.73, -1.35, 0.35], [0.05, -1.74, 0.43], [0.72, -0.61, 1.35], [2.46, 0.62, -0.44], [1.34, 1.55, 0.38], [1.63, 1.95, -1.30]], "homo_energy_ev": -8.0, "orbital_gap_ev": 8.24, "molar_mass_g_mol": 103.6}

Name the least stable of them. run b.

Run a
{"formula": "C5H10NP", "method": "the ωB97M-V functional and the def2-TZVPD basis", "species": ["C", "C", "C", "C", "C", "N", "P", "H", "H", "H", "H", "H", "H", "H", "H", "H", "H"], "xyz": [[0.16, -0.54, -0.35], [-0.54, 0.75, -0.70], [-2.77, -0.86, 0.17], [2.28, 0.46, 0.58], [1.62, -0.37, -0.56], [-0.32, -1.54, 0.13], [-2.32, 0.82, 0.01], [-0.24, 1.66, -0.11], [-0.58, 0.69, -1.79], [-2.64, -1.58, -0.72], [-3.13, -1.20, 1.07], [1.82, 1.49, 0.62], [3.26, 0.27, 0.90], [1.62, 0.17, 1.48], [2.07, -1.39, -0.63], [1.67, 0.16, -1.57], [-1.95, 1.01, 1.46]], "homo_energy_ev": [-8.9, -7.6], "orbital_gap_ev": [9.03, 7.68], "molar_mass_g_mol": 115.1}

Run b
{"formula": "C5H10NP", "method": "the ωB97M-V functional and the def2-TZVPD basis", "species": ["C", "C", "C", "C", "C", "N", "P", "H", "H", "H", "H", "H", "H", "H", "H", "H", "H"], "xyz": [[-1.71, -1.50, 2.03], [-1.58, -0.78, 0.69], [-0.43, -0.64, 0.08], [-0.10, 0.25, -1.15], [1.22, 0.10, -1.83], [0.81, 1.39, -1.20], [1.56, 2.45, -0.06], [-2.19, -2.46, 1.98], [-2.24, -1.00, 2.78], [-0.69, -1.73, 2.42], [-2.47, -0.40, 0.27], [0.49, -1.09, 0.52], [-1.02, 0.59, -1.76], [1.91, -0.40, -1.13], [1.43, 0.05, -2.84], [2.20, 3.26, -0.94], [2.81, 1.90, 0.14]], "homo_energy_ev": -9.0, "orbital_gap_ev": 10.10, "molar_mass_g_mol": 115.1, "smiles": "C/C=C/[C@@H]1CN1P"}

Name the least stable of them. run a.

Run a
{"formula": "C2H9N4", "method": "the ωB97M-V functional and the def2-TZVPD basis", "species": ["N", "C", "N", "N", "H", "H", "H", "H", "H", "C", "N", "H", "H", "H", "H"], "xyz": [[-1.93, -0.61, 0.20], [-0.83, -1.09, 0.92], [-0.98, -2.31, 1.50], [0.25, -0.39, 1.12], [-1.70, 0.01, -0.55], [-2.57, -1.34, -0.11], [-1.67, -2.93, 1.12], [-0.11, -2.76, 1.75], [-0.01, 0.57, 0.94], [1.19, 1.95, -1.62], [2.02, 1.67, -0.70], [1.04, 1.24, -2.42], [0.66, 2.89, -1.56], [2.20, 2.33, 0.05], [2.45, 0.75, -0.64]], "homo_energy_ev": -12.3, "orbital_gap_ev": 6.51, "molar_mass_g_mol": 89.1, "total_charge": 1}

Run b
{"formula": "C2H9N4", "method": "the ωB97M-V functional and the def2-TZVPD basis", "species": ["C", "C", "N", "N", "N", "N", "H", "H", "H", "H", "H", "H", "H", "H", "H"], "xyz": [[0.86, -0.32, -1.25], [-0.44, 0.02, -0.53], [-0.74, 1.49, -0.53], [-0.27, -0.12, 1.11], [-0.12, -1.30, 1.50], [-0.07, -1.52, 2.77], [0.77, -0.90, -2.22], [1.58, 0.55, -1.32], [1.26, -1.15, -0.51], [-1.39, -0.50, -0.74], [-0.78, 2.03, -1.49], [-1.49, 1.89, 0.06], [0.17, 1.76, -0.15], [0.01, -0.81, 3.53], [-0.25, -2.49, 3.15]], "homo_energy_ev": -13.6, "orbital_gap_ev": 10.16, "molar_mass_g_mol": 89.1, "total_charge": 1, "smiles": "C[C@H]([NH3+])/N=N/N"}

Name the least stable of them. run b.